[1]
DFT (ωB97M-V/def2-TZVPD) results for C16H23B2Cl2N9O2SV as an isolated structure in a non-equilibrium geometry.

Cartesian coordinates (Å):
V1 -0.2604 0.2710 -0.8821
Cl1 -0.5270 0.6113 -4.8230
Cl2 -1.6940 1.6347 -2.2675
S1 1.8538 1.5163 -1.4587
O1 -1.9074 2.5100 0.6235
O2 0.1984 2.3288 1.5067
N1 0.6181 -1.4910 -2.2701
N2 4.1047 0.1131 -0.7676
N3 4.5257 -0.9832 -0.0531
N4 2.3646 -0.6653 0.0935
N5 -1.7763 -0.9953 -0.4926
N6 0.3295 -0.1534 3.1794
N7 0.3444 -2.7886 -2.0057
N8 -1.8287 -2.3439 -0.6493
N9 1.0124 -0.8289 0.4237
C1 2.7890 0.3308 -0.7191
C2 -2.9846 -0.6100 -0.0469
C3 -3.0394 -2.7836 -0.3008
C4 0.0187 4.2730 3.0296
C5 -0.4466 3.3942 2.0799
C6 3.2951 -2.6554 1.3131
C7 1.6028 -1.4933 -3.1664
C8 1.9917 -2.7999 -3.4805
C9 -1.9282 1.3196 -4.0364
C10 -1.7237 3.4948 1.5568
C11 -0.8589 5.2752 3.4554
C12 -3.8203 -1.7078 0.0958
C13 1.1581 -3.5907 -2.7156
C14 -2.1445 5.3703 2.9392
C15 3.4394 -1.4496 0.4640
C16 -2.6018 4.4704 1.9709
B1 -0.6786 1.7387 0.5221
B2 -0.6320 -3.3083 -0.9142
H1 -2.7699 0.6492 -4.1493
H2 -2.8040 6.1536 3.2930
H3 2.7574 -3.1170 -4.1699
H4 4.7651 0.6545 -1.2955
H5 1.9836 -0.5596 -3.5502
H6 -4.8434 -1.7230 0.4309
H7 -3.5989 4.5353 1.5524
H8 2.7847 -2.4074 2.2442
H9 0.8764 -0.6156 1.4265
H10 2.7025 -3.4111 0.7927
H11 -2.1230 2.2815 -4.4904
H12 -3.2683 -3.8362 -0.3561
H13 0.5217 -0.5220 4.1020
H14 0.5778 0.8308 3.1616
H15 -0.5273 5.9941 4.1939
H16 1.0798 -4.6641 -2.6368
H17 4.2790 -3.0625 1.5319
H18 -0.6744 -0.1905 3.0358
H19 -3.1823 0.4345 0.1400
H20 -1.0953 -4.3579 -1.2844
H21 1.0241 4.1962 3.4250
H22 -0.0160 -3.4624 0.1406
H23 0.7569 -1.8044 0.2579

As for the total energy: -3579.15707 hartree. The LUMO energy (spin up / spin down) comes out at 0.51 / 0.52 eV. Its relative energy (zero: lowest compared OMol25 entry of this formula, charge and spin) is 10.81 kcal per mole. Its expectation value of S² is 0.762. The value obtained for the strongest force on any atom is 1.920 eV/A. The spin multiplicity is 2. For the HOMO energy (spin up / spin down), the calculation gives -6.45 / -5.78 eV. As for the gap between HOMO and LUMO (spin up / spin down): 0.2560 / 0.2313 hartree.

=====

[2]
DFT (ωB97M-V/def2-TZVPD) results for a 4-piece molecular cluster, C19H29B3BrF13O12S3 overall in a non-equilibrium geometry.

Cartesian coordinates (Å):
Br1 4.5760 -6.1746 2.1651
S1 -2.3122 1.0956 5.0623
S2 4.3593 3.6738 -4.5367
S3 -2.1464 5.2191 1.2992
F1 -4.0314 -3.2613 -1.8539
F2 1.7729 -0.9021 -2.2859
F3 -0.5099 -2.0677 -2.6442
F4 -1.9679 -4.4893 -1.8375
F5 -2.8177 -6.1642 0.3758
F6 -4.3303 -6.0137 -1.4662
F7 0.2839 0.6580 -1.2686
F8 -1.4613 -0.6207 0.7202
F9 -1.7167 -3.5410 1.2853
F10 -3.6908 -2.2773 0.8486
F11 -4.9708 -4.9050 0.5460
F12 0.4342 -3.1548 -0.6800
F13 -2.4644 -0.7701 -1.4388
O1 -2.7751 -0.4501 4.8366
O2 -1.8624 6.1164 0.1987
O3 4.6136 -5.3748 -0.7293
O4 4.5701 -3.3636 0.8218
O5 3.4231 4.7747 -4.4446
O6 -3.4873 5.0389 1.8134
O7 -2.6875 1.5008 6.4009
O8 4.9298 3.0537 -3.3598
O9 3.7134 2.5185 -5.4867
O10 -1.5058 3.7599 0.9604
O11 -0.9647 1.2634 4.5612
O12 3.3287 -3.3453 -1.5073
C1 -0.2316 -1.9248 -1.1660
C2 1.8427 -0.7967 0.2774
C3 1.3979 2.3303 -4.7742
C4 -3.7913 -5.2460 -0.2816
C5 -2.1435 -1.6076 6.8777
C6 1.9958 -5.7962 -1.5892
C7 -3.0438 -3.9079 -0.9511
C8 0.8457 -6.5786 -1.2683
C9 0.8995 -0.7075 -1.0680
C10 -1.9675 -1.4876 5.3751
C11 -2.0692 3.3427 -1.3663
C12 5.6752 4.1570 -5.6234
C13 -2.2088 2.8967 0.0776
C14 -2.4711 -2.8560 0.1692
C15 -1.0691 5.6371 2.6449
C16 2.7424 1.6438 -4.9294
C17 -1.6564 -1.5669 -0.4420
C18 -3.4443 1.8445 3.9206
C19 3.4284 -1.0953 -0.0127
B1 3.7845 -2.7059 -0.2407
B2 4.6003 -4.8319 0.6748
B3 3.3293 -4.8231 -1.2893
H1 -0.0676 -7.2951 -1.0263
H2 -1.7591 -0.7216 7.3920
H3 1.0854 2.7867 -5.7188
H4 -1.0151 3.4747 -1.6300
H5 -3.3354 2.9279 4.0023
H6 0.6336 1.6178 -4.4524
H7 -1.2453 4.9443 3.4690
H8 1.7973 0.2846 0.7818
H9 1.4469 3.1301 -4.0291
H10 2.6347 0.8014 -5.6210
H11 -1.3016 6.6577 2.9559
H12 -1.7698 1.8993 0.1866
H13 5.2515 4.4424 -6.5879
H14 -2.2886 -2.4222 4.9029
H15 3.0918 1.2352 -3.9750
H16 -3.2030 -1.6981 7.1370
H17 -0.9156 -1.3367 5.1096
H18 -0.0347 5.5815 2.3011
H19 1.4284 -1.5346 1.1073
H20 -2.5670 4.3028 -1.5325
H21 -4.4617 1.5535 4.1882
H22 -1.6064 -2.4787 7.2626
H23 4.0174 -0.7427 0.9638
H24 -3.1971 1.5176 2.9095
H25 -2.5172 2.6104 -2.0433
H26 6.3698 3.3228 -5.7327
H27 -3.2619 2.8193 0.3689
H28 6.1836 5.0128 -5.1745
H29 3.8592 -0.4107 -0.8859

As for the total energy: -6785.46451 hartree. The LUMO energy comes out at -1.02 eV. Its relative energy (zero: lowest compared OMol25 entry of this formula, charge and spin) is 294.40 kcal per mole. The value obtained for the strongest force on any atom is 9.654 eV/A. The spin multiplicity is 1. For the HOMO energy, the calculation gives -10.39 eV. As for the gap between HOMO and LUMO: 0.3443 hartree.

=====

[3]
DFT (ωB97M-V/def2-TZVPD) results for a 2-piece molecular cluster, C27H36F6NO4Si2 overall in a non-equilibrium geometry.

Cartesian coordinates (Å):
Si1 -2.9472 -1.9358 1.3043
Si2 -0.8458 0.5464 3.9041
F1 0.8109 1.2762 -7.8042
F2 -0.8046 -0.1617 -7.3732
F3 1.8208 4.8603 3.1619
F4 -1.1623 2.0002 -7.1611
F5 3.1186 6.1212 1.9096
F6 0.9331 6.2900 1.7454
O1 -1.7348 -0.9205 0.6582
O2 1.8993 -4.3246 -1.3046
O3 -0.9392 -0.7969 2.8026
O4 0.1682 -4.0973 -2.7259
N1 -0.6999 -0.3972 1.4130
C1 1.2031 0.9180 -2.8909
C2 -0.0614 1.9492 2.9515
C3 0.5021 -2.3852 -1.0546
C4 -2.3960 -3.1243 2.6434
C5 0.7752 -0.2624 -3.5614
C6 0.2685 -0.2358 -4.8459
C7 0.8140 -3.6819 -1.7747
C8 3.1162 3.5500 0.7060
C9 3.0785 2.4294 -0.0989
C10 0.1287 -0.0758 5.3647
C11 1.0777 2.1373 -3.6344
C12 1.9054 2.1016 -0.8257
C13 2.3200 -5.3822 -2.1614
C14 -3.3647 -2.9065 -0.2343
C15 0.4662 -2.4308 0.4566
C16 0.6113 2.1597 -4.9328
C17 0.7752 2.9594 -0.7084
C18 0.2150 0.9696 -5.5338
C19 0.5077 -1.0190 0.9760
C20 -4.3357 -0.8605 1.9066
C21 1.8265 0.8932 -1.5926
C22 1.6158 -0.2377 0.7965
C23 -2.5877 0.9731 4.4382
C24 0.8035 4.0548 0.1372
C25 -0.2385 1.0084 -6.9595
C26 1.9586 5.4017 1.9012
C27 1.9616 4.3146 0.8649
H1 -5.2701 -1.4227 1.7594
H2 0.9925 2.0977 3.2269
H3 2.5136 -0.7247 0.4289
H4 1.5026 -6.0887 -2.3265
H5 -0.1310 1.7282 1.8743
H6 3.1486 -5.8562 -1.6412
H7 2.6515 -4.9801 -3.1268
H8 -2.4871 -3.3760 -0.6970
H9 1.6285 0.7151 1.3137
H10 0.1305 0.6626 6.1807
H11 -0.4543 -2.0133 -1.4516
H12 -4.4031 0.0699 1.3273
H13 -2.6372 -2.7251 3.6369
H14 -0.1337 2.7298 -1.2733
H15 -4.0790 -3.6978 0.0287
H16 1.2898 -1.6695 -1.3253
H17 -2.5201 1.8453 5.1078
H18 -0.0656 4.7054 0.2262
H19 -0.5839 2.8979 3.1387
H20 -4.2585 -0.6114 2.9719
H21 -0.0734 -1.1552 -5.3121
H22 4.0344 3.8362 1.2098
H23 -2.9892 -4.0414 2.5024
H24 3.9620 1.7937 -0.2016
H25 -3.2474 1.2481 3.6071
H26 -3.0617 0.1601 5.0061
H27 -0.2987 -1.0095 5.7549
H28 2.5414 0.0872 -1.4171
H29 1.3692 -2.9576 0.7908
H30 -0.4291 -2.9590 0.8089
H31 -3.8366 -2.2501 -0.9776
H32 1.1728 -0.2677 5.0829
H33 0.5579 3.0986 -5.4833
H34 1.3990 3.0784 -3.1861
H35 -1.3358 -3.4030 2.6280
H36 0.8370 -1.2241 -3.0566

As for the total energy: -2584.08990 hartree. The LUMO energy comes out at -6.29 eV. As for the total charge: +1. The value obtained for the strongest force on any atom is 2.633 eV/A. The spin multiplicity is 1. For the HOMO energy, the calculation gives -11.37 eV. As for the gap between HOMO and LUMO: 0.1867 hartree.